Record 1
12
Properties=species:S:1:pos:R:3:forces:R:3:lowdin_charge:R:1 method="wB97M-V/def2-TZVPD" smiles=C[C@H]1N[C@H]1C#N homo_lumo_gap_ha=0.375
C 0.55608 -1.30103 -0.25796 -0.165 0.366 0.131 -0.058
C 0.61791 0.17146 0.22902 0.601 -0.142 -0.140 -0.300
N 0.42740 1.22939 -0.76131 0.138 0.274 -0.284 0.050
C -0.42398 1.26847 0.41114 -0.008 -0.044 0.053 -0.290
C -1.78775 0.73406 0.44351 1.165 -1.890 0.406 -0.149
N -2.21631 -0.29930 0.73723 -1.866 0.519 -0.337 0.165
H -0.29425 -1.53111 -0.90907 -0.013 0.239 0.235 0.067
H 1.46916 -1.51208 -0.85627 -0.425 0.433 0.347 0.083
H 0.57129 -2.04162 0.55237 -0.171 0.411 0.001 0.074
H 1.46516 0.30181 0.89179 0.300 0.279 -0.236 0.121
H -0.08089 0.84894 -1.55670 0.083 0.025 0.043 0.103
H -0.30383 2.13102 1.07626 0.361 -0.469 -0.219 0.133

Record 2
12
Properties=species:S:1:pos:R:3:forces:R:3:lowdin_charge:R:1 method="wB97M-V/def2-TZVPD" homo_lumo_gap_ha=0.306
N -0.70090 -1.86561 0.94715 -0.057 0.065 -0.232 0.061
C 0.00949 -1.21070 0.05790 0.046 -0.019 0.254 -0.119
C 0.96015 -0.22970 0.41677 -0.001 -0.002 -0.103 -0.160
C 1.01143 1.05273 -0.03815 0.000 -0.111 0.059 -0.139
C -0.07523 1.45480 -0.88405 -0.082 -0.144 0.020 -0.270
N -1.10390 0.68111 -0.97032 0.159 0.221 -0.004 0.069
H -1.17764 -2.71740 0.68454 -0.035 0.245 -0.074 0.095
H -0.89770 -1.54165 1.89157 0.176 0.031 -0.145 0.112
H 1.79449 -0.66738 0.96602 -0.038 0.159 0.051 0.109
H 1.87071 1.69341 0.12652 -0.139 -0.120 -0.015 0.086
H 0.03789 2.37114 -1.47785 -0.054 -0.206 0.045 0.106
H -1.72879 0.97924 -1.72011 0.023 -0.119 0.143 0.052

Record 3
12
Properties=species:S:1:pos:R:3:forces:R:3:lowdin_charge:R:1 method="wB97M-V/def2-TZVPD" homo_lumo_gap_ha=0.403
N -0.77978 -1.13967 -2.40528 0.099 0.130 1.018 0.151
C -0.61752 -1.01381 -1.26689 -0.414 -0.352 -0.991 -0.184
C -0.36064 -0.81731 0.17295 -0.102 -0.679 -0.003 -0.344
C 1.00481 -0.14537 0.31249 0.137 -0.194 -0.234 -0.128
C 0.18197 1.15764 0.25066 1.035 -0.419 -0.010 -0.190
N -0.98270 0.38632 0.74342 -0.001 -0.082 -0.021 0.001
H -0.54148 -1.72906 0.73285 -0.103 -0.236 -0.105 0.135
H 1.41590 -0.31068 1.32089 -0.259 0.173 -0.380 0.117
H 1.79052 -0.28358 -0.42690 -0.237 -0.276 -0.105 0.113
H 0.03500 1.55519 -0.76729 0.329 0.044 0.462 0.120
H 0.77720 1.74152 0.92554 -0.998 1.689 0.387 0.094
H -1.92329 0.59882 0.40758 0.514 0.201 -0.018 0.114

Record 4
12
Properties=species:S:1:pos:R:3:forces:R:3:lowdin_charge:R:1 method="wB97M-V/def2-TZVPD" homo_lumo_gap_ha=0.345
C 0.96725 0.55246 1.55640 -0.006 0.291 -0.441 -0.071
N 0.17569 0.29195 0.28532 -0.535 -0.231 -1.002 -0.014
C -0.16969 0.67671 -1.61540 -0.114 -0.279 2.191 0.122
C -0.90269 -0.44579 -1.76894 0.116 -0.041 -0.128 -0.285
N -1.01643 -1.36584 -0.79764 0.027 -0.347 0.057 0.024
C -0.37011 -0.91112 0.26270 -0.117 -0.066 -0.275 -0.295
H 2.03720 0.70342 1.38793 -0.234 0.092 -0.352 0.073
H 0.58665 1.40630 2.12892 -0.057 -0.011 -0.489 0.071
H 0.90091 -0.31261 2.24938 -0.186 0.309 -0.727 0.075
H -0.54350 1.61346 -2.07130 0.976 -0.043 1.075 0.069
H -1.37996 -0.62525 -2.73593 0.084 0.044 0.201 0.110
H -0.28405 -1.58564 1.11690 0.046 0.282 -0.111 0.123

Record 5
12
Properties=species:S:1:pos:R:3:forces:R:3:lowdin_charge:R:1 method="wB97M-V/def2-TZVPD" smiles=Nc1cc[nH]c1 homo_lumo_gap_ha=0.334
N 1.72015 -0.07838 -1.09100 0.119 0.013 0.042 0.080
C 0.51912 -0.10222 -0.37922 -0.128 -0.137 0.241 -0.354
C -0.40857 0.99850 -0.28912 -0.161 0.048 -0.295 -0.042
C -1.49454 0.53292 0.36704 -0.151 0.463 -0.799 -0.170
N -1.28967 -0.78790 0.81872 -0.006 0.731 0.258 -0.034
C -0.02584 -1.14967 0.30504 0.345 0.190 0.129 -0.109
H 2.38508 -0.76596 -0.76262 -0.042 0.092 -0.080 0.085
H 2.14936 0.83616 -1.12834 -0.069 -0.104 -0.026 0.083
H -0.25995 2.00527 -0.65004 -0.033 -0.090 -0.199 0.099
H -2.45068 0.97025 0.61903 0.248 0.321 0.026 0.112
H -1.21269 -0.30804 1.75136 -0.016 -1.765 0.605 0.146
H 0.36824 -2.15093 0.43914 -0.106 0.238 0.098 0.104

Record 6
12
Properties=species:S:1:pos:R:3:forces:R:3:lowdin_charge:R:1 method="wB97M-V/def2-TZVPD" smiles=Cc1cn[nH]c1 homo_lumo_gap_ha=0.378
C 0.32049 -1.75331 0.37722 -0.040 0.392 0.066 -0.068
C 0.12054 -0.27642 -0.02053 -0.473 0.923 0.834 -0.227
C -0.43023 0.68971 0.97526 0.437 -0.371 -0.351 -0.138
N -0.57421 1.88746 0.47648 0.069 -0.330 0.046 -0.016
N -0.11004 1.83454 -0.78226 -0.326 -0.896 -0.336 -0.065
C 0.28949 0.52628 -1.14066 -0.452 0.738 0.579 -0.058
H -0.55632 -2.02628 0.97729 0.169 0.019 -0.085 0.068
H 0.41507 -2.55031 -0.37991 -0.047 0.861 -0.179 0.071
H 1.18727 -1.86892 1.04127 -0.121 0.169 -0.157 0.070
H -0.70496 0.64415 2.04249 0.288 -0.796 -0.726 0.110
H -0.63285 2.49465 -1.35432 0.845 -0.332 -0.379 0.141
H 0.70558 0.41172 -2.15016 -0.348 -0.379 0.687 0.112

Record 7
12
Properties=species:S:1:pos:R:3:forces:R:3:lowdin_charge:R:1 method="wB97M-V/def2-TZVPD" smiles=N1[C@H]2[C@@H]1[C@H]1N[C@@H]21 homo_lumo_gap_ha=0.362
N -0.58837 -1.29886 0.06916 -0.088 -0.111 0.001 0.042
C -1.02208 0.10729 0.01527 -0.241 0.147 -0.022 -0.198
C -0.01632 -0.38463 -0.93099 0.048 -0.011 -0.294 -0.201
C 1.08343 0.47178 -0.22431 0.234 0.089 -0.191 -0.201
N 1.18195 0.16918 1.18576 0.006 -0.197 0.085 0.054
C 0.06666 0.97055 0.73549 -0.114 0.252 0.135 -0.200
H -1.29030 -1.86588 -0.39732 0.010 -0.008 0.075 0.099
H -2.05458 0.38605 -0.15776 0.153 -0.071 0.058 0.132
H -0.10565 -0.58396 -1.99193 0.050 0.045 0.156 0.132
H 1.90236 0.96862 -0.73253 -0.147 -0.039 0.097 0.126
H 0.88415 -0.78969 1.36812 0.058 0.072 0.022 0.088
H -0.09938 1.95331 1.16479 0.032 -0.169 -0.123 0.126

Record 8
12
Properties=species:S:1:pos:R:3:forces:R:3:lowdin_charge:R:1 method="wB97M-V/def2-TZVPD" smiles=C[C@]12N3N1[C@@]32C homo_lumo_gap_ha=0.395
C 1.21770 1.61929 0.32193 -1.540 -1.891 1.589 0.021
C 0.71416 0.22866 0.07444 -0.440 0.734 -0.499 -0.346
N 1.04376 -1.10481 0.41420 1.381 -1.786 1.586 0.137
N 0.83388 -0.74670 -0.98822 0.553 0.016 -1.664 0.150
C -0.25332 -0.80962 -0.07805 1.690 2.246 1.833 -0.445
C -1.59320 -1.22465 -0.13367 -2.445 2.466 -0.292 0.000
H 1.62507 2.02461 -0.52682 1.362 0.743 -2.093 0.046
H 1.92572 1.60084 1.15155 -0.250 0.319 -0.033 0.091
H 0.31552 2.18258 0.48839 -0.052 0.645 0.725 0.075
H -1.91965 -0.46028 -0.87267 -0.745 -0.858 -0.007 0.112
H -2.32292 -1.15163 0.69358 1.082 0.007 0.077 0.102
H -1.58673 -2.15827 -0.54467 -0.595 -2.640 -1.223 0.056

Record 9
12
Properties=species:S:1:pos:R:3:forces:R:3:lowdin_charge:R:1 method="wB97M-V/def2-TZVPD" homo_lumo_gap_ha="0.319 / 0.383" spin_multiplicity=3
C -1.58387 -0.38455 -0.39374 0.355 -0.712 -0.593 -0.140
C -1.12906 0.82898 0.27998 0.922 0.430 0.256 -0.133
C -0.06030 -0.10255 -0.34436 -0.622 0.784 -1.528 -0.415
C 0.77759 -0.92081 0.43880 -1.551 -0.107 1.813 0.093
N 3.36586 0.33446 0.17993 1.587 -0.280 -0.638 0.017
N 4.33720 0.04099 -0.24565 -1.432 0.379 0.615 0.029
H -1.92992 -1.22017 0.19689 -0.030 0.007 0.082 0.099
H -2.02153 -0.31403 -1.37659 -0.197 0.048 -0.045 0.095
H -1.24481 1.78481 -0.20839 -0.095 0.056 -0.018 0.096
H -1.15695 0.87428 1.35896 -0.037 -0.054 0.069 0.098
H 0.35703 0.24956 -1.28285 -0.180 0.135 -0.025 0.115
H 0.28877 -1.17099 1.39702 1.280 -0.685 0.012 0.044

Record 10
12
Properties=species:S:1:pos:R:3:forces:R:3:lowdin_charge:R:1 method="wB97M-V/def2-TZVPD" homo_lumo_gap_ha=0.320 total_charge=+2
C -0.01429 -0.55874 -0.13184 -0.411 0.426 0.147 0.100
C -1.95339 1.22660 -0.38945 0.625 0.740 -0.367 0.367
C 2.03683 0.95748 0.17442 -2.545 0.062 2.972 0.301
C -2.58597 0.03585 0.09681 1.012 1.456 1.957 0.006
N 1.22174 0.15296 -0.44711 0.597 1.174 1.072 0.138
N -1.13512 0.00928 -0.06629 -0.174 0.670 0.267 0.014
H -0.04066 -1.62928 -0.04135 0.905 -0.609 0.117 0.187
H 2.88849 1.42939 -0.34679 -0.348 -0.473 0.239 0.168
H 1.72094 1.18884 1.26667 1.149 -0.115 -1.798 0.186
H -2.85552 0.37202 1.18207 0.210 -0.942 -1.181 0.231
H -3.23755 -0.56252 -0.46144 -1.100 -1.208 -0.646 0.146
H 1.57551 0.06039 -1.34826 0.081 -1.182 -2.778 0.157

Record 11
13
Properties=species:S:1:pos:R:3:forces:R:3:lowdin_charge:R:1 method="wB97M-V/def2-TZVPD" homo_lumo_gap_ha=0.290
N -0.58313 -0.27335 1.70979 0.180 -0.030 0.036 0.135
C -0.21282 -0.86639 0.51777 -0.023 -0.227 -0.013 -0.479
C -0.40218 0.02797 -0.68159 0.054 -0.006 -0.018 -0.274
O -1.47617 -0.28848 -1.37484 0.131 0.159 -0.080 0.143
C 0.47689 1.03421 -1.02996 0.058 -0.044 0.184 -0.215
C 1.54961 1.25375 -0.15303 -0.190 0.116 -0.383 0.066
N 0.13139 -2.06271 0.26681 -0.122 0.362 0.201 0.158
H -0.35806 -0.81435 2.53622 -0.011 0.060 -0.143 0.100
H -0.28225 0.69096 1.78957 0.027 -0.104 -0.039 0.085
H -1.55175 0.31322 -2.13426 -0.007 -0.130 0.047 0.136
H 0.26341 1.55797 -1.97485 0.063 -0.046 0.142 0.098
H 2.20377 2.03046 -0.59781 -0.122 -0.116 0.146 -0.009
H 0.24130 -2.60326 1.12618 -0.038 0.009 -0.081 0.056

Record 12
13
Properties=species:S:1:pos:R:3:forces:R:3:lowdin_charge:R:1 method="wB97M-V/def2-TZVPD" smiles=Cc1cnc(N)o1 homo_lumo_gap_ha=0.340
C 0.93329 -1.52194 -1.30911 0.050 -0.216 -0.162 -0.020
C 0.38847 -0.32809 -0.63136 0.074 -2.939 0.718 -0.330
C 0.38460 0.93911 -0.82652 -0.205 6.737 -2.880 -0.131
N -0.29457 1.68420 0.14302 -0.521 -1.553 1.263 0.118
C -0.68249 0.72944 0.93288 0.136 0.543 0.144 -0.493
N -1.45543 0.84367 2.05664 0.014 -0.155 0.260 0.152
O -0.30189 -0.50753 0.56919 -0.238 -0.356 0.397 0.101
H 0.14069 -2.22589 -1.58950 0.124 0.119 0.068 0.085
H 1.44664 -1.20401 -2.22162 -0.081 -0.068 0.163 0.088
H 1.65376 -2.05484 -0.67690 -0.129 0.108 -0.094 0.085
H 0.56163 1.72145 -1.62873 0.831 -2.200 0.307 0.141
H -1.29199 0.13828 2.76256 -0.061 0.113 -0.118 0.101
H -1.48272 1.78615 2.41946 0.005 -0.133 -0.066 0.102